Molecular formula: C3H10NO4
Method: DFT, ωB97M-V with the def2-TZVPD basis set

Structure (XYZ):
```
18
C3H10NO4 (ωB97M-V with the def2-TZVPD basis set)
C -0.619 -0.990 1.294
N -0.557 -1.339 -0.108
C -0.288 -0.283 -1.016
O 0.608 0.501 -0.623
O -0.850 -0.295 -2.040
C -1.861 -0.365 1.929
H -0.340 -1.958 1.823
H 0.287 -0.353 1.449
H -1.261 -2.012 -0.379
H -1.795 -0.198 3.031
H -2.649 -1.114 1.845
H -1.951 0.675 1.546
H 0.772 1.853 -2.992
H 0.679 2.075 -1.460
O 0.994 2.569 -2.238
H 2.563 -0.118 -0.350
H 2.895 0.959 -1.124
O 3.372 0.394 -0.586
```

Its HOMO energy is -4.8 eV. The value obtained for the maximum force is 6.36 eV Å⁻¹. As for the charge: -1. The value obtained for the electronic energy is -476.0945 Eh. The relative energy (zero: lowest compared OMol25 entry of this formula, charge and spin) comes out at 108.3 kJ/mol.

---

Molecular formula: C4H21N2O5
Method: DFT, ωB97M-V with the def2-TZVPD basis set

Structure (XYZ):
```
32
C4H21N2O5 (ωB97M-V with the def2-TZVPD basis set)
C -1.344 2.001 1.850
C -1.047 0.591 1.346
C 0.484 0.263 1.431
N 0.672 -0.144 -1.454
C 1.281 0.876 -0.845
N 1.261 1.082 0.483
H -0.915 2.737 1.184
H -2.378 2.192 1.897
H -1.067 2.125 2.853
H -1.439 0.441 0.320
H -1.613 -0.159 1.950
H 0.580 -0.868 1.269
H 0.863 0.449 2.475
H 0.775 -0.247 -2.480
H 0.096 -0.787 -0.966
H 1.863 1.596 -1.493
H 1.719 1.909 0.897
H -2.756 -2.743 2.227
H -1.328 -3.012 2.770
O -1.849 -2.449 2.105
H -3.302 -3.452 -1.970
H -2.117 -4.226 -2.386
O -2.365 -3.459 -2.051
H -1.338 -2.684 -0.979
H -1.138 -2.294 0.538
O -0.721 -2.209 -0.309
H 0.906 1.597 -4.303
H 2.287 0.873 -4.336
O 1.499 1.090 -3.773
H 2.524 4.205 1.631
H 3.678 3.224 1.941
O 2.727 3.299 1.661
```

Its HOMO energy is -13.0 eV. The value obtained for the maximum force is 6.34 eV Å⁻¹. As for the charge: +1. The value obtained for the electronic energy is -650.5176 Eh. The relative energy (zero: lowest compared OMol25 entry of this formula, charge and spin) comes out at 37.0 kJ/mol.

---

Molecular formula: C10H19Cl16N
Method: DFT, ωB97M-V with the def2-TZVPD basis set

Structure (XYZ):
```
46
C10H19Cl16N (ωB97M-V with the def2-TZVPD basis set)
Cl 4.500 0.741 2.715
C 4.254 -0.619 1.591
Cl 5.640 -1.736 1.753
H 3.424 -1.271 1.860
H 4.161 -0.183 0.597
Cl -5.604 2.435 0.520
C -5.016 2.576 -1.194
Cl -3.284 2.181 -1.163
H -5.515 1.843 -1.828
H -5.096 3.609 -1.533
Cl -1.380 -1.788 -0.644
C -0.469 -0.263 -0.306
Cl 0.771 -0.606 0.978
H 0.069 0.005 -1.215
H -1.091 0.571 0.018
Cl -0.267 1.529 3.766
C 0.385 2.675 2.635
Cl -0.751 3.149 1.302
H 0.532 3.601 3.190
H 1.299 2.311 2.165
Cl -1.179 -4.427 3.758
C -0.432 -2.874 3.561
Cl 0.094 -2.189 5.118
H 0.415 -2.845 2.876
H -1.181 -2.265 3.054
Cl 1.929 1.846 -0.894
C 1.842 3.024 -2.295
Cl 1.733 2.283 -3.950
H 1.023 3.738 -2.197
H 2.781 3.572 -2.216
Cl 2.306 -1.423 -2.461
C 3.859 -0.677 -3.004
Cl 5.207 -1.860 -2.903
H 3.770 -0.285 -4.017
H 4.083 0.137 -2.313
Cl -4.044 1.896 4.625
C -3.386 0.369 3.967
Cl -2.917 0.558 2.251
H -2.456 0.181 4.504
H -4.174 -0.383 3.934
C -1.364 -3.210 -4.129
C -0.207 -3.173 -5.023
N 0.680 -3.025 -5.728
H -1.789 -4.210 -4.221
H -2.143 -2.494 -4.390
H -1.014 -3.026 -3.113
```

Its SMILES is ClCCl.ClCCl.ClCCl.ClCCl.ClCCl.ClCCl.ClCCl.ClCCl.CC#N. Its HOMO energy is -10.7 eV. The value obtained for the maximum force is 1.49 eV Å⁻¹. The value obtained for the electronic energy is -7810.2038 Eh.

---

Q: Number 2 is which compound?
A: C4H21N2O5

---

Please write out number 1 again, unchanged.
Molecular formula: C3H10NO4
Method: DFT, ωB97M-V with the def2-TZVPD basis set

Structure (XYZ):
```
18
C3H10NO4 (ωB97M-V with the def2-TZVPD basis set)
C -0.619 -0.990 1.294
N -0.557 -1.339 -0.108
C -0.288 -0.283 -1.016
O 0.608 0.501 -0.623
O -0.850 -0.295 -2.040
C -1.861 -0.365 1.929
H -0.340 -1.958 1.823
H 0.287 -0.353 1.449
H -1.261 -2.012 -0.379
H -1.795 -0.198 3.031
H -2.649 -1.114 1.845
H -1.951 0.675 1.546
H 0.772 1.853 -2.992
H 0.679 2.075 -1.460
O 0.994 2.569 -2.238
H 2.563 -0.118 -0.350
H 2.895 0.959 -1.124
O 3.372 0.394 -0.586
```

Its HOMO energy is -4.8 eV. The value obtained for the maximum force is 6.36 eV Å⁻¹. As for the charge: -1. The value obtained for the electronic energy is -476.0945 Eh. The relative energy (zero: lowest compared OMol25 entry of this formula, charge and spin) comes out at 108.3 kJ/mol.

---

Copy entry 3 word for word.
Molecular formula: C10H19Cl16N
Method: DFT, ωB97M-V with the def2-TZVPD basis set

Structure (XYZ):
```
46
C10H19Cl16N (ωB97M-V with the def2-TZVPD basis set)
Cl 4.500 0.741 2.715
C 4.254 -0.619 1.591
Cl 5.640 -1.736 1.753
H 3.424 -1.271 1.860
H 4.161 -0.183 0.597
Cl -5.604 2.435 0.520
C -5.016 2.576 -1.194
Cl -3.284 2.181 -1.163
H -5.515 1.843 -1.828
H -5.096 3.609 -1.533
Cl -1.380 -1.788 -0.644
C -0.469 -0.263 -0.306
Cl 0.771 -0.606 0.978
H 0.069 0.005 -1.215
H -1.091 0.571 0.018
Cl -0.267 1.529 3.766
C 0.385 2.675 2.635
Cl -0.751 3.149 1.302
H 0.532 3.601 3.190
H 1.299 2.311 2.165
Cl -1.179 -4.427 3.758
C -0.432 -2.874 3.561
Cl 0.094 -2.189 5.118
H 0.415 -2.845 2.876
H -1.181 -2.265 3.054
Cl 1.929 1.846 -0.894
C 1.842 3.024 -2.295
Cl 1.733 2.283 -3.950
H 1.023 3.738 -2.197
H 2.781 3.572 -2.216
Cl 2.306 -1.423 -2.461
C 3.859 -0.677 -3.004
Cl 5.207 -1.860 -2.903
H 3.770 -0.285 -4.017
H 4.083 0.137 -2.313
Cl -4.044 1.896 4.625
C -3.386 0.369 3.967
Cl -2.917 0.558 2.251
H -2.456 0.181 4.504
H -4.174 -0.383 3.934
C -1.364 -3.210 -4.129
C -0.207 -3.173 -5.023
N 0.680 -3.025 -5.728
H -1.789 -4.210 -4.221
H -2.143 -2.494 -4.390
H -1.014 -3.026 -3.113
```

Its SMILES is ClCCl.ClCCl.ClCCl.ClCCl.ClCCl.ClCCl.ClCCl.ClCCl.CC#N. Its HOMO energy is -10.7 eV. The value obtained for the maximum force is 1.49 eV Å⁻¹. The value obtained for the electronic energy is -7810.2038 Eh.